[1]
This record from the Open Molecules 2025 dataset describes a structure of composition C34H61Br22F3O6P2 in a non-equilibrium geometry. The level of theory is wB97M-V/def2-TZVPD.

```
128
Properties=species:S:1:pos:R:3:mulliken_charge:R:1
C 9.04325 -0.99815 -0.19132 -0.970
C 8.40087 0.36173 -0.07657 0.659
O 8.97050 1.31319 0.37986 -0.558
O 7.14272 0.41258 -0.58458 -0.257
C 6.17597 1.08866 0.24014 -0.498
C 5.22488 1.89240 -0.65568 -1.195
C 3.79499 1.30597 -0.74902 0.538
C 2.81975 2.23011 -0.02648 -2.832
C 1.35406 1.76456 0.03650 3.433
C 0.94537 1.45702 -1.43473 -2.140
C -0.52866 1.67242 -1.83316 -1.716
C -1.41315 0.43637 -1.77646 0.632
F -1.59342 -0.05116 -0.52626 -0.333
Br -3.16653 0.99156 -2.45598 -0.071
C -0.90635 -0.72080 -2.66650 0.370
F 0.12183 -1.36024 -2.07728 -0.201
F -0.55632 -0.26837 -3.87169 -0.253
Br -2.26890 -2.11026 -2.93949 -0.067
C 1.05047 0.48335 0.87432 0.431
P 2.37209 -0.23138 1.94458 0.254
O 3.21657 0.78165 2.62841 -0.624
O -0.04392 0.78290 1.74840 -0.345
C -0.63016 1.96231 1.41141 -0.384
O -1.76246 2.25316 1.60874 -0.586
C 0.48943 2.78332 0.78523 -0.129
P 1.13907 3.68248 2.26544 0.535
O 0.94543 2.92312 3.52091 -0.651
H 9.65029 -1.20715 0.67931 0.322
H 9.63013 -0.99869 -1.10837 0.277
H 8.26407 -1.74469 -0.31769 0.278
H 5.59386 0.31707 0.74376 0.279
H 6.64633 1.71326 0.99219 0.414
H 5.17568 2.94172 -0.37048 0.419
H 5.65450 1.88331 -1.65549 0.542
H 3.57583 1.19616 -1.80945 0.359
H 3.77676 0.30871 -0.31316 -0.350
H 2.81364 3.21815 -0.49603 0.720
H 3.22955 2.38621 0.96800 0.349
H 1.29985 0.45910 -1.66320 0.701
H 1.52880 2.12893 -2.06345 0.592
H -0.53561 1.97519 -2.87738 0.872
H -1.02948 2.46722 -1.28793 0.569
H 0.70013 -0.37087 0.28799 -0.065
H 3.09563 -1.14501 1.15104 0.006
H 1.67740 -1.02362 2.86624 0.012
H 0.14988 3.57894 0.11871 0.651
H 2.48217 4.06077 2.08459 0.007
H 0.40079 4.87618 2.34010 -0.048
Br -2.05616 5.95864 0.86082 -0.088
C -1.73215 7.86485 1.05604 -0.590
C -0.50883 8.30049 0.29468 -0.582
Br 1.13228 7.77389 1.19928 -0.139
H -1.65915 8.06293 2.12025 0.366
H -2.61870 8.35198 0.65637 0.344
H -0.46686 9.38535 0.22989 0.357
H -0.46598 7.87540 -0.70239 0.366
Br 3.38652 -0.37527 4.70828 0.107
C 3.07741 -1.13760 6.49226 -0.056
C 3.75571 -0.32582 7.56013 -0.712
Br 5.67654 -0.66078 7.59313 -0.124
H 3.42223 -2.16841 6.47622 -0.299
H 1.99787 -1.11726 6.62687 0.366
H 3.40168 -0.61168 8.54856 0.404
H 3.62403 0.74350 7.42517 0.400
Br -5.87679 2.89302 -4.23252 -0.203
C -6.63969 1.10502 -4.36839 0.119
C -7.16476 0.81056 -5.74377 -0.539
Br -8.85885 1.71045 -6.05351 -0.136
H -7.40891 1.03853 -3.60439 0.141
H -5.82368 0.42747 -4.12232 0.070
H -7.37768 -0.25267 -5.83904 0.262
H -6.49174 1.11838 -6.53736 0.246
Br 4.45045 -4.54514 6.33013 -0.125
C 3.09320 -5.89126 6.69583 -0.577
C 1.77154 -5.55409 6.06066 -0.590
Br 0.83145 -4.16013 7.03675 -0.135
H 3.02795 -5.98521 7.77468 0.367
H 3.48737 -6.81332 6.27428 0.336
H 1.10982 -6.41690 6.08649 0.357
H 1.87638 -5.20683 5.03804 0.353
Br 4.45012 -2.20265 -2.36534 -0.126
C 3.73591 -3.16075 -3.90394 -0.672
C 2.66882 -4.14371 -3.50166 -0.122
Br 3.42117 -5.74473 -2.68535 -0.125
H 4.57838 -3.62970 -4.40101 0.429
H 3.31508 -2.39237 -4.54869 0.377
H 2.12702 -4.49620 -4.37658 0.437
H 1.96958 -3.72610 -2.78867 -0.218
Br -13.04151 -0.76018 -6.27151 -0.138
C -12.84971 -0.58579 -4.34343 -0.645
C -11.53911 0.05150 -3.96958 -0.428
Br -10.05690 -1.18900 -4.15152 -0.118
H -12.96730 -1.57956 -3.92472 0.378
H -13.67888 0.04280 -4.02700 0.373
H -11.54300 0.34287 -2.92120 0.295
H -11.29885 0.91372 -4.58349 0.267
Br -3.99223 0.28027 -7.86361 -0.110
C -3.60475 -1.60374 -8.15701 -0.573
C -4.75950 -2.48048 -7.75519 -0.625
Br -4.88209 -2.64315 -5.82237 -0.125
H -2.69978 -1.82668 -7.60151 0.359
H -3.41100 -1.69639 -9.22322 0.351
H -4.61501 -3.49321 -8.12457 0.376
H -5.71537 -2.10186 -8.10165 0.369
Br -0.05237 -5.16650 -1.63411 -0.059
C -0.51363 -7.03500 -1.89255 -0.609
C -0.85511 -7.32247 -3.32941 -0.512
Br -2.62265 -6.65845 -3.80014 -0.133
H -1.32862 -7.25403 -1.21085 0.393
H 0.37010 -7.59572 -1.59432 0.322
H -0.89198 -8.39542 -3.50318 0.349
H -0.15503 -6.86649 -4.02155 0.289
Br -8.96520 1.71935 -0.81894 -0.153
C -8.71833 3.60202 -0.37892 -0.578
C -7.50500 4.17094 -1.06217 -0.431
Br -5.85366 3.60795 -0.20429 -0.067
H -8.66483 3.66951 0.70254 0.379
H -9.61955 4.09908 -0.73074 0.359
H -7.50532 5.25702 -0.99881 0.351
H -7.43603 3.86898 -2.10230 0.128
Br 6.33497 0.45630 11.69614 -0.128
C 8.26158 0.28703 11.48872 -0.590
C 8.64570 -0.08091 10.08061 -0.559
Br 8.29600 -1.95429 9.70373 -0.131
H 8.59148 -0.44687 12.21632 0.373
H 8.66491 1.26339 11.74772 0.341
H 9.71597 0.04862 9.93594 0.340
H 8.10541 0.49360 9.33423 0.325
```

Properties
Net charge: 0
Gap between HOMO and LUMO: 9.2 eV

***

[2]
This record from the Open Molecules 2025 dataset describes a cluster of 8 separate species, C34H61ClFIN8O2S in total in a non-equilibrium geometry. The level of theory is wB97M-V/def2-TZVPD.

```
109
Properties=species:S:1:pos:R:3:mulliken_charge:R:1
C 4.76490 1.64811 4.94579 -1.278
C 4.00589 1.52694 3.63706 0.441
Cl 4.74168 2.61281 2.41556 -0.239
C 2.51766 1.92977 3.79102 -1.013
N 1.58265 0.78898 3.67409 0.288
C 0.19623 1.13201 3.22525 -1.897
C -0.85942 1.44259 4.28603 0.086
C -0.54088 2.62891 5.21081 -0.891
I -2.62763 1.89361 3.11058 0.084
S 1.70060 -0.20660 4.95707 1.137
O 2.87628 -1.00024 4.85035 -0.630
O 1.54794 0.46594 6.20267 -0.539
F 0.51245 -1.16040 4.73053 -0.294
H 4.48423 2.54674 5.49176 0.320
H 5.83680 1.65635 4.76597 0.427
H 4.54597 0.79078 5.57992 0.243
H 4.04222 0.50436 3.27756 0.303
H 2.27628 2.57342 2.95263 0.523
H 2.39402 2.49724 4.71310 0.305
H -0.14879 0.30888 2.60538 0.568
H 0.26787 2.00449 2.58202 0.780
H -1.16315 0.58330 4.87025 0.426
H -0.41894 2.27681 6.23102 0.232
H -1.36843 3.33152 5.22320 0.424
H 0.33427 3.18548 4.88758 0.167
C -6.63889 5.52434 3.32022 -1.118
C -7.46881 4.42196 3.96690 -0.436
C -6.71996 3.08689 4.04951 -0.202
C -6.35212 2.59674 2.72195 0.095
N -6.06536 2.21915 1.67628 -0.398
H -6.38735 5.27716 2.28805 0.345
H -7.19210 6.46319 3.30865 0.330
H -5.70854 5.68820 3.86718 0.292
H -8.39428 4.28322 3.40527 0.292
H -7.75068 4.72111 4.97773 0.302
H -7.33683 2.32784 4.53164 0.287
H -5.80478 3.19602 4.63501 0.232
C -4.37620 -2.18720 -0.95315 -0.730
C -3.82258 -3.15705 0.08171 -0.585
C -3.52102 -2.46666 1.41778 -0.451
C -2.52888 -1.40661 1.24672 0.280
N -1.76672 -0.56350 1.08482 -0.438
H -3.64626 -1.40854 -1.17482 0.028
H -4.60778 -2.69264 -1.88814 0.385
H -5.29004 -1.70589 -0.60211 0.324
H -2.91089 -3.62146 -0.29889 0.312
H -4.53992 -3.96025 0.25943 0.335
H -3.13613 -3.18002 2.14791 0.301
H -4.42779 -2.01941 1.83014 0.263
C -2.53029 1.11037 -2.82589 -0.930
C -3.19682 1.56628 -4.11836 -0.408
C -4.72519 1.64409 -4.00998 -0.473
C -5.30943 0.34135 -3.69079 0.317
N -5.74836 -0.68416 -3.42079 -0.464
H -2.84183 0.10214 -2.55502 0.027
H -1.44629 1.09743 -2.93577 0.292
H -2.77745 1.77633 -1.99690 0.411
H -2.92728 0.88479 -4.92764 0.257
H -2.82298 2.55408 -4.39433 0.317
H -5.15959 1.98896 -4.94906 0.309
H -5.01672 2.34695 -3.22757 0.290
C 5.23652 1.65129 -0.94072 -1.137
C 4.77995 0.43545 -1.73781 -0.281
C 5.94007 -0.34163 -2.37286 -0.430
C 6.68496 0.50676 -3.30415 0.233
N 7.25692 1.18086 -4.03621 -0.472
H 5.73966 2.37890 -1.57990 0.376
H 4.38157 2.14752 -0.48505 0.290
H 5.92278 1.36594 -0.14224 0.287
H 4.08850 0.75190 -2.52125 0.174
H 4.22997 -0.24278 -1.08310 0.343
H 5.55844 -1.20747 -2.91496 0.285
H 6.62441 -0.70024 -1.60239 0.343
C 3.56034 -0.74070 -5.67540 -1.329
C 2.43998 -0.63149 -6.69923 -0.162
C 1.24474 0.18642 -6.19236 -0.422
C 0.64556 -0.41472 -5.00047 0.186
N 0.18537 -0.88770 -4.06119 -0.448
H 3.22710 -1.26647 -4.77841 0.358
H 4.39639 -1.30154 -6.09213 0.437
H 3.92738 0.24552 -5.38065 0.297
H 2.11146 -1.63217 -6.97374 0.130
H 2.82444 -0.16011 -7.60620 0.296
H 0.47249 0.25432 -6.96002 0.312
H 1.55521 1.20228 -5.94068 0.314
C 0.88430 -3.97987 9.13633 -1.317
C 1.11982 -2.84992 8.14109 -0.294
C 2.58540 -2.40526 8.07343 0.456
C 3.04183 -1.90803 9.37132 0.202
N 3.39390 -1.52932 10.39613 -0.462
H 1.13102 -3.66982 10.15249 0.345
H -0.16204 -4.28564 9.13017 0.363
H 1.49122 -4.85326 8.89009 0.330
H 0.49730 -1.99330 8.40676 0.290
H 0.81273 -3.17263 7.14397 0.301
H 2.70182 -1.61034 7.34042 -0.526
H 3.22450 -3.23754 7.77410 0.336
C 0.14764 -4.14610 -10.03423 -1.162
C 0.64862 -2.74489 -10.36205 -0.304
C 2.17237 -2.67866 -10.52146 -0.419
C 2.85357 -3.07874 -9.29051 0.276
N 3.37550 -3.38363 -8.31494 -0.478
H 0.54587 -4.49727 -9.08148 0.353
H -0.93935 -4.15621 -9.96003 0.335
H 0.43882 -4.85837 -10.80831 0.305
H 0.33774 -2.05301 -9.57643 0.193
H 0.19051 -2.39985 -11.29031 0.317
H 2.48925 -1.66510 -10.77006 0.276
H 2.50262 -3.33848 -11.32539 0.345
```

Properties
SMILES string: C[C@H](Cl)CN(C[C@@H](C)I)S(=O)(=O)F.CCCC#N.CCCC#N.CCCC#N.CCCC#N.CCCC#N.CCCC#N.CCCC#N
Net charge: 0
Gap between HOMO and LUMO: 9.6 eV

***

> net charge of number 2 (C34H61ClFIN8O2S)?

0

***

> gap between HOMO and LUMO of number 1 (C34H61Br22F3O6P2)?

9.2 eV

***

> Number 2 is which compound?

C34H61ClFIN8O2S